{"formula": "C45H95N5O5", "method": "the ωB97M-V functional and the def2-TZVPD basis", "multiplicity": 1, "e_lumo_ev": 0.58, "charge": 0, "smiles": "CC1(C)CCCC(C)(C)N1O.CC1(C)CCCC(C)(C)N1O.CC1(C)CCCC(C)(C)N1O.CC1(C)CCCC(C)(C)N1O.CC1(C)CCCC(C)(C)N1O", "e_above_lowest_kj_mol": 687.3, "elements": ["C", "C", "C", "C", "C", "C", "C", "C", "C", "N", "O", "H", "H", "H", "H", "H", "H", "H", "H", "H", "H", "H", "H", "H", "H", "H", "H", "H", "H", "H", "C", "C", "C", "C", "C", "C", "C", "C", "C", "N", "O", "H", "H", "H", "H", "H", "H", "H", "H", "H", "H", "H", "H", "H", "H", "H", "H", "H", "H", "H", "C", "C", "C", "C", "C", "C", "C", "C", "C", "N", "O", "H", "H", "H", "H", "H", "H", "H", "H", "H", "H", "H", "H", "H", "H", "H", "H", "H", "H", "H", "C", "C", "C", "C", "C", "C", "C", "C", "C", "N", "O", "H", "H", "H", "H", "H", "H", "H", "H", "H", "H", "H", "H", "H", "H", "H", "H", "H", "H", "H", "C", "C", "C", "C", "C", "C", "C", "C", "C", "N", "O", "H", "H", "H", "H", "H", "H", "H", "H", "H", "H", "H", "H", "H", "H", "H", "H", "H", "H", "H"], "xyz": [[-20.73974, 18.06687, -10.34065], [-19.98705, 19.21737, -11.10089], [-20.87677, 20.29434, -11.69851], [-19.19155, 19.82757, -9.85285], [-18.15092, 20.89676, -10.21827], [-17.07633, 20.27816, -11.17601], [-17.68828, 19.68532, -12.40375], [-17.97441, 20.86489, -13.28765], [-16.58811, 18.72426, -12.92180], [-18.89342, 18.86238, -12.05997], [-19.37315, 18.24538, -13.19045], [-21.35367, 18.31424, -9.47463], [-21.48653, 17.54122, -10.93570], [-20.05353, 17.31118, -9.95832], [-21.17455, 20.23577, -12.74541], [-21.84878, 20.23974, -11.20830], [-20.49808, 21.28465, -11.44558], [-19.99868, 20.29020, -9.28486], [-18.66701, 18.98273, -9.40653], [-18.41337, 21.86654, -10.64104], [-17.69572, 21.28235, -9.30602], [-16.47286, 19.53173, -10.65952], [-16.37874, 21.06998, -11.44894], [-18.69927, 20.72014, -14.08873], [-17.05573, 21.24699, -13.73278], [-18.42961, 21.76611, -12.87692], [-16.62794, 17.82452, -12.30782], [-15.57345, 19.05617, -12.70179], [-16.64574, 18.57324, -13.99975], [-19.30850, 17.29237, -13.09456], [-38.83168, 11.32968, -7.36209], [-39.88851, 10.24082, -7.50355], [-39.68610, 9.47855, -8.86806], [-39.61393, 9.28699, -6.27259], [-40.58361, 8.17389, -5.94113], [-41.81722, 8.93052, -5.58938], [-42.31332, 9.99557, -6.61007], [-43.15994, 9.32047, -7.82972], [-43.19075, 11.04031, -5.77774], [-41.22190, 10.71089, -7.30742], [-41.57369, 11.82460, -8.12993], [-38.82558, 11.84663, -6.40250], [-37.82209, 11.13958, -7.72635], [-39.13982, 12.03807, -8.13107], [-39.94730, 10.14997, -9.68602], [-38.63244, 9.22215, -8.97832], [-40.27293, 8.56029, -8.84484], [-38.70027, 8.89709, -6.72127], [-39.41853, 9.86815, -5.37138], [-40.77821, 7.56219, -6.82207], [-40.08549, 7.62402, -5.14263], [-41.81236, 9.50254, -4.66154], [-42.61407, 8.18974, -5.52332], [-42.50139, 8.74940, -8.48416], [-43.70756, 9.99642, -8.48645], [-43.88714, 8.58324, -7.48946], [-43.95495, 10.54140, -5.18175], [-43.71676, 11.69983, -6.46799], [-42.55041, 11.64311, -5.13377], [-41.76682, 11.33254, -8.93128], [-33.27402, 2.22545, -0.93980], [-32.84873, 3.64224, -1.31729], [-32.54973, 3.69373, -2.83453], [-34.21284, 4.56782, -1.02409], [-34.51469, 5.07654, 0.33851], [-33.20747, 5.70804, 0.90605], [-31.90151, 4.73696, 0.78573], [-30.75707, 5.61636, 1.17202], [-31.80555, 3.71972, 2.01454], [-31.72739, 4.13591, -0.56120], [-30.49092, 3.66120, -0.81784], [-33.13885, 2.09333, 0.13368], [-34.33546, 2.06966, -1.13262], [-32.65100, 1.48167, -1.43652], [-31.81263, 4.41618, -3.18503], [-31.88041, 2.93323, -3.23670], [-33.42880, 3.67979, -3.47884], [-34.00390, 5.49166, -1.56350], [-35.16381, 4.22251, -1.42970], [-35.29953, 5.83202, 0.30138], [-34.88335, 4.22996, 0.91772], [-33.18579, 6.01982, 1.95028], [-32.91902, 6.58131, 0.32100], [-30.64852, 6.37690, 0.39878], [-29.80874, 5.09342, 1.04833], [-30.83462, 6.21617, 2.07883], [-32.58430, 2.95892, 1.96145], [-31.89574, 4.26297, 2.95520], [-30.86498, 3.17319, 1.94567], [-30.36305, 2.81740, -0.37823], [-30.30284, 10.37219, -4.66198], [-29.11332, 10.74592, -5.49718], [-29.46050, 10.37541, -7.01627], [-28.87794, 12.23848, -5.37658], [-27.64298, 12.84660, -5.99937], [-26.39414, 12.20766, -5.43604], [-26.43880, 10.66180, -5.30193], [-25.93339, 10.14310, -6.61676], [-25.40898, 10.20657, -4.22979], [-27.84984, 10.07788, -5.00091], [-27.89179, 8.67088, -5.00349], [-30.64381, 9.40779, -5.03851], [-30.15423, 10.47668, -3.58722], [-31.22922, 10.92100, -4.83149], [-30.29927, 10.85026, -7.52526], [-28.70096, 10.54977, -7.77838], [-29.64307, 9.30231, -7.07313], [-29.74641, 12.86681, -5.57421], [-28.77550, 12.62609, -4.36299], [-27.81635, 12.68095, -7.06267], [-27.58079, 13.92786, -5.87651], [-26.12396, 12.53770, -4.43295], [-25.65748, 12.56341, -6.15636], [-25.98455, 9.06286, -6.75301], [-24.87043, 10.36373, -6.71432], [-26.48099, 10.61884, -7.43034], [-24.50219, 10.80983, -4.18596], [-25.11986, 9.16185, -4.34418], [-25.91834, 10.44807, -3.29688], [-28.07080, 8.61686, -4.06187], [-14.21468, 18.31402, -0.08047], [-14.99316, 17.25674, 0.76719], [-14.03430, 16.41705, 1.48336], [-15.86232, 17.99265, 1.87656], [-17.03323, 18.71992, 1.22217], [-17.97067, 17.78228, 0.39149], [-17.14809, 16.81986, -0.57656], [-18.13688, 15.68987, -0.80455], [-17.04571, 17.66989, -1.80522], [-15.81985, 16.37123, -0.02841], [-15.18945, 15.54237, -0.95835], [-14.67519, 19.27885, -0.29293], [-13.41325, 18.82722, 0.45097], [-13.84141, 17.81900, -0.97698], [-13.49184, 17.05738, 2.17893], [-14.65187, 15.75542, 2.09077], [-13.45446, 15.85559, 0.75080], [-16.25571, 17.28370, 2.60508], [-15.28295, 18.69412, 2.47687], [-17.59859, 19.36152, 1.89806], [-16.76787, 19.46898, 0.47612], [-18.73438, 18.25542, -0.22575], [-18.47902, 17.21340, 1.16998], [-17.83331, 14.97822, -1.57234], [-19.10176, 16.02187, -1.18780], [-18.18238, 15.10011, 0.11099], [-16.86042, 18.73880, -1.69942], [-17.94421, 17.56625, -2.41354], [-16.41933, 17.20879, -2.56886], [-14.71873, 16.12684, -1.55704]], "lowdin_charge": [-0.048, -0.446, -0.036, -0.130, -0.169, -0.166, -0.512, -0.046, -0.030, -0.122, -0.016, 0.079, 0.071, 0.076, 0.084, 0.076, 0.073, 0.115, 0.116, 0.095, 0.102, 0.114, 0.121, 0.084, 0.089, 0.075, 0.087, 0.078, 0.082, 0.105, -0.044, -0.526, -0.014, -0.146, -0.177, -0.161, -0.406, -0.018, -0.026, -0.144, 0.007, 0.089, 0.085, 0.074, 0.078, 0.077, 0.065, 0.111, 0.121, 0.112, 0.119, 0.114, 0.115, 0.058, 0.067, 0.067, 0.076, 0.068, 0.081, 0.079, -0.037, -0.443, -0.045, -0.136, -0.205, -0.090, -0.447, -0.096, -0.037, -0.154, 0.017, 0.063, 0.082, 0.078, 0.079, 0.069, 0.083, 0.107, 0.113, 0.110, 0.107, 0.105, 0.108, 0.085, 0.083, 0.094, 0.055, 0.078, 0.072, 0.103, -0.056, -0.474, -0.021, -0.179, -0.197, -0.140, -0.465, -0.068, -0.041, -0.096, -0.011, 0.080, 0.092, 0.086, 0.078, 0.057, 0.072, 0.121, 0.118, 0.105, 0.116, 0.115, 0.119, 0.084, 0.087, 0.072, 0.081, 0.081, 0.080, 0.102, -0.019, -0.537, -0.058, -0.106, -0.189, -0.123, -0.482, -0.053, -0.063, -0.104, 0.001, 0.069, 0.080, 0.076, 0.094, 0.094, 0.092, 0.117, 0.119, 0.105, 0.086, 0.115, 0.106, 0.079, 0.087, 0.089, 0.086, 0.083, 0.081, 0.075]}